Record 1
Formula: C12H10N2O13S2V
Source: the Open Molecules 2025 dataset
Level of theory: wB97M-V/def2-TZVPD

Values from the calculation:
Charge: -2
Frontier orbital gap (spin up / spin down): 0.202 / 0.202 hartree
2S+1: 2
E_tot: -3291.299322 Eh
HOMO (spin up / spin down): -2.23 / -2.23 eV
Expectation value of S²: 0.7675

Cartesian coordinates (Å):
O 1.2660 1.1897 0.6002
V -0.1853 0.5863 0.5711
S -0.0057 -1.1103 2.5890
O -1.0426 -2.1085 2.8960
O -0.6025 0.2847 2.5285
O 1.0682 -1.2542 3.5279
O 0.3687 -1.2456 1.1741
S -1.3267 2.3354 -1.1867
O -2.7307 2.2668 -1.7018
O -0.8087 3.4610 -1.9492
O -1.1167 2.4963 0.2443
O -0.5804 1.0675 -1.5099
C -5.9524 -3.5877 0.3817
C -5.3695 -3.7873 -0.8480
C -4.0902 -3.3103 -1.0863
C -3.4847 -2.4660 -0.1665
C -4.1275 -2.1603 1.0412
C -5.3622 -2.7300 1.3294
N -2.2610 -1.8748 -0.4844
O -1.5037 -2.3496 -1.3891
O -2.0035 -0.7432 0.0830
H -6.9782 -3.8691 0.6123
H -5.7509 -4.4611 -1.6097
H -3.6849 -3.3550 -2.0896
H -3.7176 -1.5358 1.8233
H -5.9327 -2.6387 2.2435
C 3.1944 1.8397 -1.5488
C 3.2484 3.0419 -0.8260
C 4.4441 3.3391 -0.2112
C 5.4638 2.4139 -0.1560
C 5.3141 1.1743 -0.7372
C 4.1771 0.8539 -1.4875
N 6.6621 2.7195 0.6469
O 6.8033 3.8509 1.0556
O 7.4071 1.7948 0.8987
H 2.2922 1.5905 -2.0976
H 2.4078 3.7079 -0.9406
H 4.4215 4.2688 0.3446
H 6.1026 0.4345 -0.6859
H 3.9770 -0.1298 -1.8792

Record 2
Formula: C12H10N2O4
Source: the Open Molecules 2025 dataset
Level of theory: wB97M-V/def2-TZVPD

Values from the calculation:
Charge: 0
Frontier orbital gap: 0.278 hartree
SMILES: Cc1ccc(-c2ccc(/C=N/O)o2)cc1[N+](=O)[O-]
E_tot: -873.595510 Eh
HOMO: -7.99 eV

Cartesian coordinates (Å):
C 3.5669 -0.0681 -3.3301
C 2.6479 0.0914 -2.1674
C 3.0649 0.8223 -1.0556
C 2.2616 1.0105 0.0481
C 0.9704 0.4734 0.0879
C 0.1075 0.6570 1.2338
C 0.2985 1.3329 2.4220
C -0.8801 1.1766 3.1639
C -1.7268 0.4128 2.3878
C -3.0555 -0.0671 2.6154
N -3.6610 0.2017 3.7023
O -4.9402 -0.3207 3.8003
O -1.1224 0.1023 1.2218
C 0.5300 -0.2506 -1.0149
C 1.3533 -0.4427 -2.1170
N 0.7984 -1.2157 -3.2008
O 1.5540 -1.7069 -4.0126
O -0.4086 -1.3377 -3.2348
H 3.9024 -1.1016 -3.4074
H 3.0652 0.1670 -4.2670
H 4.4342 0.5774 -3.2166
H 4.0551 1.2530 -1.0648
H 2.6314 1.5779 0.8869
H 1.1729 1.8729 2.7216
H -1.1013 1.5622 4.1368
H -3.5080 -0.6620 1.8224
H -5.2576 -0.0309 4.6675
H -0.4611 -0.6781 -1.0238

Record 3
Formula: C12H10O2
Source: the Open Molecules 2025 dataset
Level of theory: wB97M-V/def2-TZVPD

Values from the calculation:
Charge: 0
Frontier orbital gap: 0.298 hartree
SMILES: COc1ccc2ccccc2c1C=O
E_tot: -613.737726 Eh
HOMO: -8.26 eV

Cartesian coordinates (Å):
C -0.7840 3.8207 -0.8586
O -1.0970 2.4438 -0.9550
C -0.3350 1.5271 -0.3129
C 0.7934 1.8914 0.4507
C 1.5906 0.8967 0.9966
C 1.2241 -0.4732 0.8912
C 2.0073 -1.4721 1.5324
C 1.6639 -2.7915 1.4619
C 0.5214 -3.1424 0.7199
C -0.2322 -2.2025 0.0804
C 0.0965 -0.8307 0.1207
C -0.6806 0.1983 -0.5175
C -1.8565 -0.0940 -1.4051
O -2.3226 -1.1850 -1.6659
H 0.2317 4.0083 -1.2287
H -1.5452 4.3306 -1.4670
H -0.8948 4.1566 0.1943
H 1.0673 2.9355 0.5908
H 2.4821 1.1347 1.5733
H 2.8585 -1.1535 2.1096
H 2.2698 -3.5398 1.9541
H 0.2057 -4.1795 0.6167
H -1.0808 -2.5557 -0.4648
H -2.2914 0.8260 -1.8681

E_tot of number 3 (C12H10O2)?
-613.737726 Eh